This record from the Open Molecules 2025 dataset describes a single C9H7ClN2O2 molecule. The level of theory is ωB97M-V/def2-TZVPD.

Bonds (Å) are listed after each position.
Cartesian coordinates (Å):
1 N 3.374 1.188 -0.326  C2 1.471, H15 1.014, H16 1.015
2 C 2.607 -0.058 -0.479  N1 1.471, C3 1.504, H17 1.095, H18 1.085
3 C 1.141 0.120 -0.198  C2 1.504, C4 1.392, C8 1.409
4 C 0.611 1.334 0.230  C3 1.392, C5 1.398, H19 1.076
5 C -0.750 1.480 0.515  C4 1.398, C6 1.378, H20 1.078
6 C -1.563 0.381 0.346  C5 1.378, C7 1.383, C13 1.491
7 C -1.071 -0.831 -0.104  C6 1.383, C8 1.386, C10 1.498
8 C 0.279 -0.981 -0.376  C3 1.409, C7 1.386, Cl9 1.722
9 Cl 0.900 -2.497 -0.907  C8 1.722
10 C -2.213 -1.796 -0.209  C7 1.498, O11 1.189, N12 1.396
11 O -2.255 -2.872 -0.711  C10 1.189
12 N -3.288 -1.127 0.381  C10 1.396, C13 1.398, H21 1.011
13 C -3.027 0.231 0.588  C6 1.491, N12 1.398, O14 1.194
14 O -3.846 1.049 0.879  C13 1.194
15 H 4.357 0.946 -0.287  N1 1.014
16 H 3.179 1.549 0.603  N1 1.015
17 H 2.970 -0.826 0.212  C2 1.095
18 H 2.736 -0.464 -1.477  C2 1.085
19 H 1.249 2.194 0.326  C4 1.076
20 H -1.168 2.416 0.848  C5 1.078
21 H -4.222 -1.437 0.147  N12 1.011

Values from the calculation:
Net charge ... 0
Structure (SMILES) ... NCc1ccc2c(c1Cl)C(=O)NC2=O
E ... -1067.3918 Eh
HOMO energy ... -9.63 eV
Orbital gap ... 0.34035 Ha
E_LUMO ... -0.373 eV